# 1
The molecule C23H30N2O6S, computed with ωB97M-V/def2-TZVPD.

ORCA input file:
```
! wB97M-V def2-TZVPD RIJCOSX def2/J DEFGRID3
* xyz 0 1
C 4.66 3.31 -3.75
O 4.48 2.33 -2.75
C 3.32 2.35 -2.03
C 2.28 3.26 -2.20
C 1.16 3.20 -1.40
C 1.02 2.21 -0.42
N -0.12 2.20 0.39
C -0.11 1.51 1.65
C -0.35 0.01 1.49
O -0.46 -0.48 0.38
N -0.47 -0.72 2.62
C -0.23 -0.21 3.95
C 1.24 -0.39 4.36
C 1.55 -1.74 5.03
C 0.76 -2.94 4.49
C 0.57 -2.96 2.97
C -0.64 -2.15 2.50
S -1.66 2.32 -0.32
O -1.71 3.56 -1.04
O -2.58 2.16 0.77
C -1.85 0.99 -1.48
C -1.14 0.97 -2.65
C -1.30 -0.11 -3.52
C -2.17 -1.14 -3.21
O -2.40 -2.23 -3.99
C -1.69 -2.35 -5.20
C -2.91 -1.09 -2.01
O -3.74 -2.14 -1.78
C -4.44 -2.18 -0.56
C -2.74 -0.02 -1.15
C 2.06 1.30 -0.26
C 3.19 1.37 -1.05
H 5.64 3.11 -4.18
H 3.89 3.24 -4.53
H 4.66 4.32 -3.32
H 2.34 4.04 -2.94
H 0.36 3.91 -1.53
H -0.93 1.94 2.23
H 0.84 1.72 2.16
H -0.88 -0.75 4.64
H -0.50 0.84 3.99
H 1.53 0.41 5.05
H 1.86 -0.28 3.47
H 1.34 -1.66 6.10
H 2.61 -1.93 4.92
H -0.23 -2.98 4.96
H 1.29 -3.84 4.80
H 0.41 -3.99 2.65
H 1.47 -2.59 2.47
H -1.53 -2.45 3.08
H -0.83 -2.35 1.44
H -0.46 1.77 -2.89
H -0.74 -0.12 -4.44
H -0.61 -2.39 -5.03
H -2.02 -3.29 -5.64
H -1.92 -1.53 -5.89
H -5.00 -3.11 -0.57
H -3.76 -2.17 0.29
H -5.14 -1.34 -0.47
H -3.27 0.07 -0.22
H 1.99 0.51 0.47
H 4.00 0.66 -0.92
*
```

The calculation puts the orbital gap at 8.5569 eV. As for the total energy: -1853.52676 Ha. For the energy relative to the best compared isomer or geometry (same formula, charge and spin), the calculation gives 32.0 kcal per mole. The HOMO energy comes out at -7.9 eV.

=====

# 2
A structure of composition C53H51BrN12OPb, computed with ωB97M-V/def2-TZVPD.

ORCA input file:
```
! wB97M-V def2-TZVPD RIJCOSX def2/J DEFGRID3
* xyz 0 1
Pb 9.41 18.51 12.30
O 11.60 15.18 9.19
C 12.92 15.67 9.15
C 13.07 16.62 7.87
C 12.59 18.10 8.15
C 13.69 18.98 8.67
C 14.69 18.53 9.58
C 15.77 19.38 9.86
C 15.79 20.62 9.24
C 14.74 21.01 8.47
N 13.78 20.16 8.06
H 11.41 14.71 10.04
H 13.56 14.80 8.95
H 13.17 16.23 10.06
H 12.56 16.17 7.02
H 14.18 16.62 7.68
H 11.82 18.00 8.87
H 12.15 18.59 7.22
H 14.56 17.61 10.07
H 16.57 19.10 10.55
H 16.68 21.21 9.45
H 14.71 21.96 8.01
C 5.79 19.55 12.50
C 6.36 20.70 11.68
C 5.63 21.20 10.58
C 6.06 22.33 9.89
C 7.27 22.97 10.28
C 8.16 22.35 11.09
C 9.63 22.70 11.07
C 7.62 21.33 12.02
N 8.38 20.87 13.06
C 8.48 21.73 14.25
C 8.61 23.19 14.05
C 9.60 21.15 15.11
C 9.78 21.72 16.50
N 10.25 20.08 14.73
C 11.44 19.66 15.34
C 11.48 18.49 16.09
C 10.40 17.42 15.99
C 12.50 18.43 17.03
C 13.51 19.37 17.09
C 13.57 20.45 16.15
C 12.61 20.53 15.17
C 12.77 21.43 13.99
H 5.84 18.59 11.89
H 4.77 19.75 12.84
H 6.43 19.42 13.37
H 4.78 20.63 10.20
H 5.39 22.70 9.06
H 7.50 23.94 9.80
H 10.05 22.57 10.07
H 10.16 22.06 11.78
H 9.75 23.72 11.39
H 7.84 23.48 13.33
H 9.54 23.42 13.56
H 8.56 23.86 14.89
H 10.83 21.95 16.69
H 9.48 20.95 17.24
H 9.20 22.58 16.72
H 10.23 16.94 16.97
H 10.78 16.55 15.40
H 9.46 17.83 15.59
H 12.48 17.65 17.79
H 14.21 19.30 17.94
H 14.33 21.25 16.23
H 12.34 22.44 14.21
H 12.28 21.01 13.08
H 13.82 21.63 13.76
Br 4.31 13.27 14.34
C 5.81 13.94 13.47
C 6.26 15.19 14.01
C 7.26 15.95 13.34
C 7.78 15.44 12.12
C 7.44 14.12 11.72
C 6.46 13.40 12.35
N 8.58 16.27 11.36
C 8.87 16.05 10.10
C 9.13 17.14 9.16
C 9.13 16.81 7.75
C 8.91 17.86 6.87
C 8.69 19.11 7.38
C 8.63 19.35 8.73
N 8.94 18.40 9.65
H 5.77 15.50 14.91
H 7.49 16.92 13.70
H 7.89 13.70 10.77
H 6.29 12.36 12.09
H 8.78 15.07 9.58
H 9.38 15.83 7.53
H 8.86 17.72 5.81
H 8.64 19.98 6.75
H 8.29 20.33 9.12
N 12.84 17.84 11.66
C 11.74 17.90 12.06
N 7.27 21.61 15.16
C 6.50 20.87 15.67
N 5.58 20.15 16.24
C 5.49 18.89 15.96
N 5.31 17.73 15.87
N 7.21 8.57 17.31
C 7.90 8.93 16.44
C 8.72 9.57 15.48
C 9.97 9.92 15.91
C 10.71 10.86 15.14
C 10.24 11.33 13.96
C 9.05 10.77 13.41
C 8.29 9.90 14.17
N 10.98 12.36 13.30
C 11.65 13.45 13.90
C 11.90 14.35 12.96
N 11.44 13.84 11.66
C 10.88 12.67 11.96
H 10.41 9.55 16.83
H 11.64 11.28 15.63
H 8.77 11.00 12.36
H 7.35 9.46 13.79
H 11.97 13.45 14.97
H 12.45 15.30 12.95
H 10.35 12.05 11.28
*
```

The calculation puts the orbital gap at 5.8321 eV. As for the total energy: -5549.19271 Ha. For the energy relative to the best compared isomer or geometry (same formula, charge and spin), the calculation gives 4.2 kcal per mole. The HOMO energy comes out at -7.4 eV.

=====

# 3
A structure of composition C27H38N5O3P3ReS, computed with ωB97M-V/def2-TZVPD.

ORCA input file:
```
! wB97M-V def2-TZVPD RIJCOSX def2/J DEFGRID3
* xyz 2 4
Re -0.13 0.09 -1.24
C -4.67 -3.78 -3.12
C -4.30 -4.13 -1.83
C -3.60 -3.23 -1.04
C -3.27 -1.98 -1.55
C -3.64 -1.62 -2.85
C -4.34 -2.52 -3.63
P -2.33 -0.80 -0.57
C -2.45 -1.20 1.17
C -1.67 -2.24 1.68
C -1.76 -2.58 3.02
C -2.61 -1.87 3.86
C -3.37 -0.82 3.36
C -3.29 -0.48 2.02
C -2.82 0.88 -0.97
C -4.03 1.57 -0.98
C -4.02 2.87 -1.47
C -2.84 3.45 -1.95
C -1.64 2.75 -1.95
C -1.64 1.46 -1.44
H -5.22 -4.48 -3.74
H -4.57 -5.10 -1.44
H -3.33 -3.51 -0.03
H -3.40 -0.64 -3.24
H -4.64 -2.25 -4.63
H -1.01 -2.80 1.02
H -1.17 -3.40 3.41
H -2.69 -2.14 4.90
H -4.04 -0.27 4.02
H -3.89 0.33 1.63
H -4.94 1.11 -0.64
H -4.94 3.44 -1.49
H -2.88 4.45 -2.34
H -0.75 3.21 -2.36
C 2.97 -0.15 3.40
N 1.68 0.32 2.92
C 0.60 0.31 3.91
P 1.40 1.14 1.56
O 0.23 0.60 0.74
O 2.74 0.85 0.67
P 2.74 0.45 -0.88
O 1.61 1.21 -1.57
N 4.15 0.76 -1.55
C 4.37 1.79 -2.58
C 5.35 0.07 -1.07
N 2.31 -1.16 -0.87
C 2.36 -1.99 0.35
C 2.76 -1.94 -2.05
N 1.19 2.70 1.84
C 0.46 3.59 0.93
C 2.05 3.40 2.81
H 3.28 0.42 4.28
H 3.74 -0.05 2.64
H 2.89 -1.20 3.69
H 0.79 1.03 4.71
H 0.52 -0.69 4.34
H -0.36 0.55 3.44
H 3.41 2.16 -2.94
H 4.89 1.34 -3.42
H 4.96 2.61 -2.17
H 5.09 -0.70 -0.34
H 6.03 0.77 -0.59
H 5.86 -0.41 -1.91
H 1.84 -1.51 1.18
H 3.38 -2.23 0.64
H 1.84 -2.92 0.13
H 2.88 -1.29 -2.92
H 2.01 -2.69 -2.28
H 3.71 -2.43 -1.83
H -0.28 3.03 0.37
H 1.15 4.09 0.24
H -0.05 4.35 1.52
H 2.51 2.69 3.49
H 1.44 4.08 3.40
H 2.83 3.96 2.30
S -0.33 -0.88 -3.38
C 0.98 -0.13 -4.14
N 1.91 0.37 -4.62
*
```

As for the expectation value of S²: 3.78. The calculation puts the orbital gap (alpha / beta) at 8.7565 / 7.2559 eV. As for the total energy: -3051.35610 Ha. For the energy relative to the best compared isomer or geometry (same formula, charge and spin), the calculation gives 0.0 kcal per mole. The HOMO energy (alpha / beta) comes out at -13.9 / -14.2 eV.

=====

Q: What is the energy relative to the best compared isomer or geometry (same formula, charge and spin) in the second record?
A: 4.2 kcal per mole

=====

Please write out number 1 again, unchanged.
The molecule C23H30N2O6S, computed with ωB97M-V/def2-TZVPD.

ORCA input file:
```
! wB97M-V def2-TZVPD RIJCOSX def2/J DEFGRID3
* xyz 0 1
C 4.66 3.31 -3.75
O 4.48 2.33 -2.75
C 3.32 2.35 -2.03
C 2.28 3.26 -2.20
C 1.16 3.20 -1.40
C 1.02 2.21 -0.42
N -0.12 2.20 0.39
C -0.11 1.51 1.65
C -0.35 0.01 1.49
O -0.46 -0.48 0.38
N -0.47 -0.72 2.62
C -0.23 -0.21 3.95
C 1.24 -0.39 4.36
C 1.55 -1.74 5.03
C 0.76 -2.94 4.49
C 0.57 -2.96 2.97
C -0.64 -2.15 2.50
S -1.66 2.32 -0.32
O -1.71 3.56 -1.04
O -2.58 2.16 0.77
C -1.85 0.99 -1.48
C -1.14 0.97 -2.65
C -1.30 -0.11 -3.52
C -2.17 -1.14 -3.21
O -2.40 -2.23 -3.99
C -1.69 -2.35 -5.20
C -2.91 -1.09 -2.01
O -3.74 -2.14 -1.78
C -4.44 -2.18 -0.56
C -2.74 -0.02 -1.15
C 2.06 1.30 -0.26
C 3.19 1.37 -1.05
H 5.64 3.11 -4.18
H 3.89 3.24 -4.53
H 4.66 4.32 -3.32
H 2.34 4.04 -2.94
H 0.36 3.91 -1.53
H -0.93 1.94 2.23
H 0.84 1.72 2.16
H -0.88 -0.75 4.64
H -0.50 0.84 3.99
H 1.53 0.41 5.05
H 1.86 -0.28 3.47
H 1.34 -1.66 6.10
H 2.61 -1.93 4.92
H -0.23 -2.98 4.96
H 1.29 -3.84 4.80
H 0.41 -3.99 2.65
H 1.47 -2.59 2.47
H -1.53 -2.45 3.08
H -0.83 -2.35 1.44
H -0.46 1.77 -2.89
H -0.74 -0.12 -4.44
H -0.61 -2.39 -5.03
H -2.02 -3.29 -5.64
H -1.92 -1.53 -5.89
H -5.00 -3.11 -0.57
H -3.76 -2.17 0.29
H -5.14 -1.34 -0.47
H -3.27 0.07 -0.22
H 1.99 0.51 0.47
H 4.00 0.66 -0.92
*
```

The calculation puts the orbital gap at 8.5569 eV. As for the total energy: -1853.52676 Ha. For the energy relative to the best compared isomer or geometry (same formula, charge and spin), the calculation gives 32.0 kcal per mole. The HOMO energy comes out at -7.9 eV.

=====

Q: What is the formula in the second record?
A: C53H51BrN12OPb

=====

Q: energy relative to the best compared isomer or geometry (same formula, charge and spin) of number 3 (C27H38N5O3P3ReS)?
A: 0.0 kcal per mole